# 1
Below is a 2-piece molecular cluster, C8H18O overall, with properties calculated with ωB97M-V with the def2-TZVPD basis set.

## Properties
Frontier orbital gap, eV: 9.61
E_HOMO, eV: -8.7
Energy relative to the best compared isomer or geometry (same formula, charge and spin), kJ/mol: 240.8
Charge: 0
SMILES: CC(=O)C(C)C.CCC

```
27
Properties=species:S:1:pos:R:3:nbo_charge:R:1
C -2.157 0.042 -0.154 -0.72
C -0.852 0.074 0.604 0.54
O -0.710 0.665 1.654 -0.60
C 0.019 -1.498 0.462 -0.27
C -0.996 -2.611 0.679 -0.62
C 1.101 -1.514 1.525 -0.63
H -2.031 -0.372 -1.152 0.22
H -2.878 -0.567 0.389 0.25
H -2.566 1.050 -0.199 0.23
H 0.446 -1.614 -0.541 0.19
H -0.484 -3.577 0.682 0.21
H -1.503 -2.489 1.636 0.21
H -1.735 -2.659 -0.119 0.21
H 1.562 -2.501 1.592 0.21
H 1.890 -0.795 1.314 0.21
H 0.669 -1.237 2.488 0.23
C 2.089 1.387 -0.745 -0.62
C 0.614 1.292 -1.093 -0.34
C -0.040 2.659 -1.146 -0.63
H 2.615 2.020 -1.462 0.21
H 2.194 1.778 0.269 0.21
H 2.559 0.403 -0.747 0.21
H 0.446 0.756 -2.032 0.19
H 0.318 0.241 -0.374 0.26
H -1.081 2.623 -1.461 0.21
H 0.041 3.163 -0.183 0.22
H 0.469 3.281 -1.887 0.22
```

# 2
Below is C19H21F3NO7S3 as an isolated structure, with properties calculated with ωB97M-V with the def2-TZVPD basis set.

## Properties
Frontier orbital gap, eV: 5.02
E_HOMO, eV: -2.8
Energy relative to the best compared isomer or geometry (same formula, charge and spin), kJ/mol: 48.1
Charge: -1

```
54
Properties=species:S:1:pos:R:3:nbo_charge:R:1
C 0.863 -3.579 -4.109 -0.62
C 1.949 -2.543 -4.188 -0.07
O 2.233 -2.163 -2.815 -0.53
C 3.232 -1.251 -2.771 0.69
C 3.366 -0.627 -1.415 -0.38
O 4.539 -0.114 -1.070 -0.57
C 5.805 -0.660 -1.601 -0.27
S 2.455 -1.408 -0.069 2.12
C 3.035 -0.333 1.263 -0.31
C 3.627 -0.897 2.396 -0.13
C 4.306 -0.060 3.282 -0.25
C 4.357 1.316 3.062 -0.21
C 3.760 1.860 1.919 -0.22
C 3.122 1.029 1.003 -0.17
O 1.053 -1.174 -0.379 -0.97
O 3.008 -2.730 0.099 -0.97
O 3.950 -0.969 -3.727 -0.73
H 0.461 -3.726 -5.112 0.19
H 1.242 -4.551 -3.768 0.20
H 0.049 -3.262 -3.446 0.22
H 2.866 -2.950 -4.636 0.19
H 1.615 -1.642 -4.731 0.17
H 6.569 0.065 -1.317 0.17
H 5.996 -1.650 -1.175 0.16
H 5.702 -0.700 -2.688 0.22
H 3.607 -1.974 2.534 0.23
H 4.809 -0.491 4.149 0.20
H 4.887 1.971 3.757 0.20
H 3.804 2.927 1.714 0.21
H 2.728 1.431 0.074 0.25
C -5.470 1.096 -0.449 -0.45
N -5.197 1.826 0.783 -0.79
S -6.201 3.168 1.118 0.37
C -5.855 4.615 0.137 0.81
F -6.969 5.394 0.322 -0.32
F -4.766 5.318 0.539 -0.32
F -5.714 4.326 -1.181 -0.32
S -5.380 0.827 2.210 2.28
C -3.742 0.242 1.982 -0.39
C -3.499 -1.109 1.747 -0.18
C -2.204 -1.470 1.368 -0.24
C -1.215 -0.492 1.320 -0.10
C -1.477 0.861 1.522 -0.23
C -2.771 1.237 1.873 -0.16
O -5.395 1.647 3.398 -0.90
O -6.348 -0.217 1.992 -0.92
H -5.498 1.828 -1.254 0.22
H -4.625 0.408 -0.601 0.23
H -6.424 0.548 -0.392 0.21
H -4.312 -1.832 1.791 0.23
H -1.964 -2.495 1.092 0.23
H -0.207 -0.778 1.068 0.26
H -0.714 1.625 1.395 0.23
H -3.051 2.283 1.987 0.23
```

# 3
Below is one molecule with the formula C6H4S4, with properties calculated with ωB97M-V with the def2-TZVPD basis set.

## Properties
Frontier orbital gap, eV: 7.41
E_HOMO, eV: -6.8
Energy relative to the best compared isomer or geometry (same formula, charge and spin), kJ/mol: 61.9
Charge: 0
SMILES: C1=CSC(=C2SC=CS2)S1

```
14
Properties=species:S:1:pos:R:3:nbo_charge:R:1
C -0.946 3.306 -1.402 -0.38
C -0.915 2.574 -2.588 -0.34
S -0.407 0.832 -2.253 0.32
C -0.626 0.866 -0.526 -0.42
C -0.623 -0.276 0.298 -0.40
S -0.946 -0.182 2.051 0.36
C -1.150 -1.836 2.411 -0.41
C -0.772 -2.657 1.364 -0.35
S -0.251 -1.946 -0.220 0.33
S -0.696 2.531 0.163 0.35
H -1.044 4.378 -1.422 0.24
H -1.205 2.970 -3.483 0.23
H -1.561 -2.108 3.354 0.25
H -0.752 -3.702 1.440 0.23
```